# 1
A 2-piece molecular cluster, C4H14N overall in a non-equilibrium geometry. Source: the OMol25 dataset; level of theory: ωB97M-V/def2-TZVPD.

Output
F_max = 6.21 eV/A
HOMO-LUMO gap = 12.2 eV
total energy = -215.21994 Eh
total charge = +1

Geometry as XYZ:
```
19
Properties=species:S:1:pos:R:3:lowdin_charge:R:1
C 1.782 0.916 0.289 -0.166
C 1.336 1.230 1.743 -0.072
N 1.048 -0.251 -0.347 0.150
H 1.483 1.915 -0.137 0.141
H 2.841 0.778 0.277 0.114
H 1.350 2.327 1.831 0.090
H 2.180 0.831 2.367 0.096
H 0.577 -0.766 0.314 0.082
H 0.338 -0.070 -1.193 0.183
H 1.589 -1.144 -0.677 0.219
H 0.434 0.874 2.192 0.070
C -1.760 -1.664 -0.786 -0.095
C -1.920 -0.004 -0.949 -0.103
H -0.824 -2.162 -0.970 0.021
H -2.126 -1.866 0.346 0.122
H -2.477 -2.044 -1.511 0.056
H -1.448 0.421 -1.804 0.058
H -1.535 0.441 -0.107 0.015
H -2.868 0.238 -0.877 0.017
```



# 2
C16H19MnN7OSTe4 as an isolated structure. Source: the OMol25 dataset; level of theory: ωB97M-V/def2-TZVPD.

Output
2S+1 = 2
F_max = 0.23 eV/A
HOMO-LUMO gap (alpha / beta) = 4.8 / 4.7 eV
expectation value of S² = 0.825
total energy = -3700.36433 Eh
total charge = +2

Geometry as XYZ:
```
49
Properties=species:S:1:pos:R:3:lowdin_charge:R:1
Mn -0.168 0.275 -0.339 0.014
O 0.068 0.677 1.670 -0.219
C 1.235 1.273 2.303 -0.183
C 2.217 0.205 2.730 -0.134
C 2.447 -0.836 1.628 -0.127
C 2.897 -0.222 0.329 -0.244
C 4.265 -0.172 0.079 0.010
C 4.754 0.450 -1.052 -0.012
C 3.843 1.028 -1.919 -0.021
C 2.502 0.937 -1.617 -0.206
N 2.005 0.321 -0.529 0.012
H -0.505 0.277 2.333 0.123
H 0.899 1.884 3.140 0.139
H 1.658 1.928 1.543 0.100
H 1.861 -0.302 3.629 0.128
H 3.155 0.695 3.000 0.135
H 1.536 -1.412 1.491 0.077
H 3.212 -1.536 1.960 0.129
H 4.939 -0.628 0.792 0.130
H 5.817 0.488 -1.248 0.128
H 4.156 1.541 -2.817 0.123
H 1.780 1.385 -2.281 -0.028
Te -0.399 -0.498 -2.935 0.483
Te -0.507 1.466 -4.626 0.295
Te -0.277 3.649 -3.204 0.310
Te -0.374 2.934 -0.715 0.556
N 1.277 -4.813 -0.412 0.170
N 0.488 -3.732 -0.108 -0.254
N -0.431 -3.784 0.826 0.176
C -0.847 -2.527 0.855 -0.164
N -0.177 -1.768 -0.021 -0.126
N 0.681 -2.570 -0.641 0.084
H 0.783 -5.654 -0.134 0.122
H 1.490 -4.808 -1.404 0.119
H -1.629 -2.176 1.505 0.130
S -4.690 -0.523 -0.386 1.163
C -3.012 -0.661 -0.585 -0.515
N -2.254 0.189 0.056 -0.085
C -3.057 1.057 0.816 -0.308
C -2.640 2.094 1.663 -0.092
C -3.592 2.844 2.321 -0.044
C -4.959 2.587 2.166 -0.044
C -5.392 1.566 1.350 -0.055
C -4.429 0.811 0.684 -0.444
H -2.609 -1.426 -1.230 0.031
H -1.593 2.300 1.823 0.050
H -3.275 3.645 2.975 0.120
H -5.681 3.192 2.697 0.123
H -6.446 1.356 1.229 0.124
```



# 3
A 2-piece molecular cluster, C3H8F2NO overall in a non-equilibrium geometry. Source: the OMol25 dataset; level of theory: ωB97M-V/def2-TZVPD.

Output
F_max = 4.89 eV/A
HOMO-LUMO gap = 11.3 eV
total energy = -448.36421 Eh
total charge = +1

Geometry as XYZ:
```
15
Properties=species:S:1:pos:R:3:lowdin_charge:R:1
C 1.019 -0.797 -0.402 0.065
C -0.468 0.150 1.490 0.047
C -0.470 1.197 -0.809 -0.438
N 0.346 0.360 0.248 -0.200
O -1.509 0.427 -1.193 0.130
F -0.741 2.337 -0.300 0.176
F 1.300 1.369 0.486 0.048
H 2.009 -0.897 -0.100 0.107
H 0.574 -1.706 -0.124 0.101
H 0.839 -0.713 -1.441 0.088
H -0.926 -0.924 1.487 0.152
H 0.107 0.357 2.526 0.174
H -1.278 0.878 1.555 0.097
H 0.864 1.498 -1.931 0.300
H -2.211 0.884 -1.661 0.151
```



# 4
C4H2N2S in the gas phase in a non-equilibrium geometry. Source: the OMol25 dataset; level of theory: ωB97M-V/def2-TZVPD.

Output
F_max = 1.24 eV/A
HOMO-LUMO gap = 8.9 eV
SMILES string = C#C/C(C#N)=N\S
total energy = -661.20832 Eh

Geometry as XYZ:
```
9
Properties=species:S:1:pos:R:3:lowdin_charge:R:1
C -0.820 -1.443 1.479 0.164
C -0.548 -0.537 0.723 -0.117
C -0.193 0.520 -0.188 -0.461
C -1.070 1.662 -0.254 -0.162
N -1.795 2.559 -0.296 0.172
N 0.848 0.541 -0.944 -0.299
S 1.896 -0.783 -0.883 0.799
H -1.043 -2.238 2.157 0.044
H 2.725 -0.281 -1.793 -0.139
```



# 5
C19H31IrN4O6PS3 as an isolated structure in a non-equilibrium geometry. Source: the OMol25 dataset; level of theory: ωB97M-V/def2-TZVPD.

Output
F_max = 2.86 eV/A
HOMO-LUMO gap (alpha / beta) = 6.9 / 6.9 eV
total energy = -3053.20126 Eh
total charge = +1

Geometry as XYZ:
```
65
Properties=species:S:1:pos:R:3:lowdin_charge:R:1
Ir -0.344 -0.304 0.605 1.265
N 1.929 0.740 0.750 0.011
N 1.854 2.098 0.411 0.017
C 0.631 2.562 -0.131 -0.731
O 0.432 3.756 -0.192 0.068
O -0.165 1.641 -0.497 -0.182
H 2.401 0.582 1.637 0.118
H 2.377 0.201 0.005 0.076
H 2.352 2.764 0.987 0.150
S -0.318 -0.979 5.290 1.150
C -0.251 -1.186 3.593 -0.419
N -0.239 -0.100 2.884 -0.090
C -0.290 1.025 3.669 -0.311
C -0.305 2.349 3.235 -0.033
C -0.360 3.355 4.175 -0.057
C -0.400 3.063 5.538 -0.057
C -0.391 1.760 5.990 -0.065
C -0.334 0.743 5.049 -0.440
H -0.210 -2.163 3.147 0.078
H -0.282 2.564 2.178 0.079
H -0.376 4.385 3.854 0.115
H -0.443 3.869 6.253 0.115
H -0.435 1.532 7.041 0.118
S -2.845 0.430 0.883 0.673
C -2.845 2.054 0.395 -1.061
N -2.643 2.459 -0.840 -0.021
C -2.604 3.883 -1.092 -0.182
C -2.582 4.581 0.266 -0.360
S -3.187 3.349 1.485 1.001
H -2.315 1.813 -1.548 0.133
H -3.479 4.164 -1.689 0.134
H -1.693 4.129 -1.642 0.128
H -3.224 5.455 0.309 0.084
H -1.561 4.844 0.545 0.067
C 3.699 -1.529 -1.984 -0.013
C 2.755 -2.643 -1.519 -0.631
C 3.218 -3.252 -0.201 -0.026
C 2.678 -3.725 -2.596 -0.023
O 1.479 -2.012 -1.336 -0.193
P 0.258 -2.794 -0.604 0.287
O 0.136 -4.222 -0.905 -0.204
O 0.299 -2.354 0.860 -0.369
O -0.983 -1.865 -1.128 -0.255
C -1.441 -1.695 -2.481 -0.606
C -0.730 -0.473 -3.070 -0.010
C -2.952 -1.467 -2.397 -0.019
C -1.156 -2.935 -3.327 -0.016
H 4.686 -1.943 -2.163 0.096
H 3.780 -0.745 -1.234 0.067
H 3.332 -1.092 -2.909 0.091
H 4.169 -3.759 -0.333 0.099
H 2.476 -3.975 0.130 0.077
H 3.320 -2.486 0.565 0.084
H 3.661 -4.170 -2.732 0.095
H 2.358 -3.299 -3.546 0.088
H 1.976 -4.496 -2.292 0.077
H -0.790 0.361 -2.372 0.048
H -1.179 -0.186 -4.017 0.100
H 0.321 -0.698 -3.226 0.084
H -3.180 -0.620 -1.752 0.035
H -3.437 -2.348 -1.983 0.100
H -3.352 -1.279 -3.390 0.096
H -0.085 -3.090 -3.426 0.070
H -1.593 -2.806 -4.315 0.103
H -1.584 -3.817 -2.857 0.096
```



# 6
A 2-piece molecular cluster, C22H46BN4O3S2 overall in a non-equilibrium geometry. Source: the OMol25 dataset; level of theory: ωB97M-V/def2-TZVPD.

Output
F_max = 4.23 eV/A
HOMO-LUMO gap = 6.9 eV
total energy = -2131.58844 Eh
total charge = +1

Geometry as XYZ:
```
78
Properties=species:S:1:pos:R:3:lowdin_charge:R:1
C -0.215 -6.146 0.724 -0.111
C -1.602 -6.193 -0.046 -0.195
C -2.242 -4.748 -0.111 -0.196
O -2.218 -4.135 -1.420 -0.112
C -0.919 -3.865 -1.865 -0.156
N -0.257 -2.750 -1.137 0.006
C -0.972 -1.770 -0.444 0.034
C -0.109 -0.823 0.213 -0.076
C -0.500 0.379 1.106 -0.114
C -1.407 0.016 2.343 -0.221
C -2.749 -0.721 1.995 -0.507
S -3.794 0.164 0.773 0.852
C -5.499 -0.488 0.898 -1.031
S -6.048 -1.060 2.349 0.712
N -6.329 -0.453 -0.288 -0.241
C -7.108 -1.705 -0.469 -0.262
C -7.075 -2.107 -2.018 -0.081
C -7.234 0.729 -0.110 -0.250
C -7.928 1.090 -1.492 -0.082
N 1.157 -1.305 -0.191 0.132
B 2.484 -0.663 0.186 -0.591
O 3.236 -1.355 1.135 0.200
O 2.852 0.562 -0.389 0.013
C 3.827 0.274 -1.441 -0.037
C 1.067 -2.429 -0.973 0.026
H 0.326 -7.118 0.570 0.080
H 0.465 -5.348 0.300 0.058
H -0.333 -5.985 1.823 0.082
H -1.467 -6.565 -1.092 0.115
H -2.312 -6.847 0.529 0.117
H -1.709 -4.104 0.647 0.110
H -3.321 -4.774 0.209 0.138
H -0.230 -4.748 -1.869 0.143
H -1.015 -3.538 -2.939 0.165
H -2.089 -1.787 -0.427 0.122
H 0.465 0.789 1.530 0.129
H -0.967 1.202 0.513 0.126
H -0.869 -0.614 3.098 0.127
H -1.686 0.974 2.868 0.127
H -2.567 -1.793 1.691 0.070
H -3.352 -0.781 2.948 0.055
H -8.168 -1.618 -0.095 0.121
H -6.666 -2.581 0.072 0.093
H -8.061 -2.489 -2.379 0.075
H -6.253 -2.872 -2.117 0.069
H -6.776 -1.247 -2.670 0.059
H -7.995 0.565 0.701 0.115
H -6.629 1.629 0.205 0.121
H -7.182 0.953 -2.318 0.075
H -8.802 0.404 -1.637 0.075
H -8.345 2.131 -1.454 0.079
H 4.149 -1.504 0.828 0.125
H 3.458 -0.501 -2.169 0.100
H 4.097 1.200 -2.013 0.115
H 4.726 -0.170 -0.923 0.101
H 1.925 -2.984 -1.417 0.182
C 7.576 6.108 1.034 -0.088
C 6.116 5.676 1.041 -0.270
N 5.666 5.103 -0.221 -0.194
C 4.220 4.932 -0.290 -0.246
C 3.575 3.935 0.677 -0.085
C 6.447 3.989 -0.735 -0.245
C 6.584 2.744 0.148 -0.082
H 7.771 6.825 0.234 0.082
H 7.821 6.590 1.983 0.075
H 8.255 5.262 0.917 0.064
H 5.518 6.567 1.251 0.119
H 5.959 4.985 1.881 0.098
H 3.939 4.662 -1.313 0.110
H 3.758 5.910 -0.121 0.111
H 3.748 2.904 0.368 0.033
H 2.492 4.083 0.687 0.072
H 3.929 4.057 1.702 0.070
H 7.453 4.353 -0.964 0.104
H 6.047 3.689 -1.710 0.110
H 6.774 2.993 1.194 0.072
H 7.423 2.137 -0.201 0.074
H 5.694 2.115 0.097 0.034
```



# 7
A 2-piece molecular cluster, C5H18N6 overall in a non-equilibrium geometry. Source: the OMol25 dataset; level of theory: ωB97M-V/def2-TZVPD.

Output
F_max = 3.68 eV/A
HOMO-LUMO gap = 11.2 eV
total energy = -529.29033 Eh
total charge = +2

Geometry as XYZ:
```
29
Properties=species:S:1:pos:R:3:lowdin_charge:R:1
C 0.556 0.739 -1.876 -0.166
C -0.859 1.346 -1.969 -0.072
C 2.272 1.076 -0.051 -0.426
N 1.289 1.532 -0.819 0.056
N 3.156 0.173 -0.525 0.229
N 2.518 1.513 1.202 0.212
H 0.463 -0.302 -1.565 0.117
H 1.156 0.955 -2.756 0.122
H -1.565 0.522 -1.890 0.044
H -1.099 1.455 -3.058 0.102
H 1.320 2.527 -1.016 0.169
H 3.201 -0.041 -1.500 0.133
H 3.903 -0.051 0.114 0.133
H 1.968 2.296 1.516 0.132
H 3.466 1.453 1.542 0.134
H -1.063 2.355 -1.630 0.090
C -2.931 -0.712 0.059 -0.048
C -1.182 -1.696 1.611 -0.409
N -2.122 -1.727 0.692 0.064
N -0.865 -0.559 2.250 0.224
N -0.236 -2.675 1.569 0.186
H -2.245 -2.646 0.278 0.171
H -1.526 0.207 2.237 0.130
H -0.047 -0.499 2.815 0.122
H -0.045 -3.071 0.665 0.125
H 0.251 -2.983 2.396 0.132
H -3.890 -0.660 0.577 0.106
H -3.243 -0.860 -0.971 0.103
H -2.599 0.333 0.102 0.084
```